The following is a DFT calculation (ωB97M-V/def2-TZVPD) of a cluster of 4 separate species, C4H16NO3 in total.

Spin multiplicity: 1
Frontier orbital gap in eV: 10.305
Charge: +1
Relative energy (zero: lowest compared OMol25 entry of this formula, charge and spin) in kJ/mol: 182.6
E in eV: -12032.7399
E_HOMO in eV: -14.5

Each line ends with the Löwdin charge.
Element x y z (Å)
C 0.09 1.85 1.25  -0.13
C 1.56 1.53 1.41  -0.20
C 2.09 1.03 0.03  -0.15
C 1.93 -1.36 0.43  0.15
N 1.60 -0.32 -0.19  0.03
H -0.64 1.04 1.17  0.06
H -0.23 2.61 0.51  0.09
H -0.38 2.47 2.05  0.09
H 1.61 0.77 2.18  0.11
H 2.14 2.45 1.57  0.13
H 3.18 1.17 0.14  0.14
H 1.79 1.67 -0.82  0.14
H 2.76 -1.49 1.08  0.12
H 1.37 -2.29 0.22  0.12
H 0.78 -0.39 -0.90  0.15
H -3.13 0.43 -2.15  0.06
H -2.93 0.40 -0.70  0.02
O -2.54 0.82 -1.48  -0.07
H -3.38 -1.93 0.77  0.09
H -1.93 -2.26 0.30  0.04
O -2.62 -1.59 0.27  -0.05
H -1.23 -1.08 -0.93  0.02
H -0.38 -1.95 -2.11  0.10
O -0.42 -1.45 -1.28  -0.04

The following is a DFT calculation (ωB97M-V/def2-TZVPD) of a cluster of 5 separate species, C4H16NO7 in total.

Spin multiplicity: 1
Frontier orbital gap in eV: 7.775
Charge: -1
Relative energy (zero: lowest compared OMol25 entry of this formula, charge and spin) in kJ/mol: 270.9
E in eV: -20230.3897
E_HOMO in eV: -4.9

Each line ends with the Löwdin charge.
Element x y z (Å)
O 1.66 -1.40 -0.73  -0.17
C 1.25 -0.18 -0.77  -0.38
C -0.26 -0.13 -1.16  -0.26
C -0.63 -1.52 -1.75  -0.27
O 0.12 -1.88 -2.86  -0.09
N -1.01 0.10 0.09  -0.02
C -0.04 -0.04 1.24  -0.31
O 1.15 0.47 0.80  -0.18
H 1.91 0.64 -1.12  0.13
H -0.52 0.57 -1.95  0.13
H -0.45 -2.28 -0.93  0.13
H -1.67 -1.63 -2.08  0.11
H 0.96 -2.19 -2.48  0.07
H -1.39 1.05 -0.13  0.10
H -0.07 -1.16 1.34  0.12
H -0.34 0.38 2.19  0.11
H -1.87 -2.10 1.98  0.01
H -2.45 -1.19 0.85  -0.01
O -2.66 -1.73 1.60  -0.08
H 2.47 -0.85 1.10  0.02
H 3.07 -2.15 0.74  0.00
O 3.11 -1.55 1.49  -0.14
H -0.22 2.37 1.50  0.02
H -1.09 3.48 1.16  -0.01
O -1.09 2.74 1.76  -0.09
H 0.46 4.05 -0.75  0.06
H -0.06 2.61 -0.65  0.04
O -0.32 3.54 -0.51  -0.06

The following is a DFT calculation (ωB97M-V/def2-TZVPD) of a cluster of 4 separate species, C4H16O3 in total.

Spin multiplicity: 2
Frontier orbital gap (spin up / spin down) in eV: 2.454 / 10.457
Charge: -1
Relative energy (zero: lowest compared OMol25 entry of this formula, charge and spin) in kJ/mol: 80.1
E in eV: -10548.6885
E_HOMO (spin up / spin down) in eV: 0.8 / -7.3

Each line ends with the Mulliken spin population.
Element x y z (Å)
C -1.46 2.66 2.74  0.03
C 1.70 1.19 0.98  0.25
C 0.43 2.01 1.02  0.13
C -0.36 1.67 2.30  0.04
H -0.88 3.53 3.06  -0.01
H -2.06 2.28 3.56  0.00
H -2.13 2.86 1.91  -0.01
H 2.28 1.38 0.07  -0.13
H 1.52 0.13 1.12  -0.02
H 2.44 1.52 1.72  0.01
H -0.23 1.99 0.16  -0.08
H 0.69 3.08 1.11  -0.01
H -0.89 0.72 2.11  -0.05
H 0.31 1.34 3.10  0.00
H -0.80 -2.14 -2.66  -0.46
H -2.09 -2.72 -1.72  -0.27
O -1.48 -2.01 -1.98  1.22
H 4.31 -4.20 -2.72  -0.15
H 4.67 -3.57 -4.03  -0.12
O 5.09 -3.92 -3.24  0.46
H -3.63 -0.79 -1.40  -0.13
H -3.56 0.55 -0.74  -0.04
O -3.84 -0.34 -0.58  0.35

The following is a DFT calculation (ωB97M-V/def2-TZVPD) of a cluster of 4 separate species, C4H16O3 in total.

Spin multiplicity: 1
Frontier orbital gap in eV: 10.911
Relative energy (zero: lowest compared OMol25 entry of this formula, charge and spin) in kJ/mol: 251.3
E in eV: -10547.8700
E_HOMO in eV: -10.4
Structure (SMILES): CC(C)C.O.O.O

Each line ends with the Löwdin charge.
Element x y z (Å)
C -0.47 -1.49 0.32  -0.12
C -0.15 -0.21 -0.36  -0.51
C 1.10 0.44 0.36  -0.05
C -0.32 -0.32 -1.84  -0.08
H -1.46 -1.90 -0.02  0.09
H 0.32 -2.29 0.30  0.09
H -0.64 -1.32 1.44  0.08
H -1.04 0.45 -0.30  0.08
H 1.40 1.35 -0.15  0.07
H 1.90 -0.33 0.47  0.04
H 1.03 0.49 1.52  0.10
H -0.48 -1.36 -2.05  0.06
H -1.23 0.14 -2.12  0.07
H 0.54 -0.04 -2.40  0.07
O 3.76 -2.33 0.09  -0.20
H 2.82 -1.85 -0.01  0.05
H 4.13 -2.82 -0.81  0.13
O -1.70 3.71 0.17  -0.07
H -1.89 2.80 -0.26  0.07
H -0.81 3.63 0.43  -0.01
O -2.18 1.13 1.35  -0.10
H -2.59 1.79 1.93  0.05
H -2.05 0.32 1.96  0.09

The following is a DFT calculation (ωB97M-V/def2-TZVPD) of a cluster of 4 separate species, C4H16O3 in total.

Spin multiplicity: 1
Frontier orbital gap in eV: 11.932
Relative energy (zero: lowest compared OMol25 entry of this formula, charge and spin) in kJ/mol: 0.0
E in eV: -10550.4744
E_HOMO in eV: -11.2
Structure (SMILES): CCCC.O.O.O

Each line ends with the Löwdin charge.
Element x y z (Å)
C -0.48 1.91 -0.80  -0.11
C -1.15 0.93 0.17  -0.29
C -2.18 0.03 -0.47  -0.29
C -2.79 -0.93 0.55  -0.11
H -1.11 2.69 -1.22  0.07
H 0.45 2.35 -0.45  0.05
H -0.20 1.27 -1.65  0.06
H -0.37 0.34 0.66  0.09
H -1.64 1.50 0.97  0.11
H -2.95 0.64 -0.95  0.11
H -1.70 -0.56 -1.26  0.10
H -3.43 -0.37 1.23  0.07
H -3.40 -1.68 0.03  0.07
H -2.01 -1.43 1.13  0.07
O 1.64 -1.45 1.59  -0.08
H 1.57 -1.57 0.60  0.01
H 2.23 -2.14 1.88  0.03
O 2.57 0.98 0.07  -0.06
H 2.98 1.77 0.41  0.05
H 2.50 0.41 0.86  0.03
O 1.49 -1.28 -1.15  -0.05
H 0.65 -1.20 -1.58  0.04
H 1.77 -0.35 -1.03  0.02

The following is a DFT calculation (ωB97M-V/def2-TZVPD) of a cluster of 4 separate species, C4H16O3 in total.

Spin multiplicity: 1
Frontier orbital gap in eV: 11.248
Relative energy (zero: lowest compared OMol25 entry of this formula, charge and spin) in kJ/mol: 57.2
E in eV: -10549.8812
E_HOMO in eV: -10.8
Structure (SMILES): CCCC.O.O.O

Each line ends with the Löwdin charge.
Element x y z (Å)
C -0.56 1.03 -2.28  -0.11
C 0.16 1.54 -1.02  -0.27
C 1.28 0.61 -0.54  -0.28
C 2.17 1.25 0.51  -0.12
H 0.13 0.54 -2.98  0.07
H -0.98 1.90 -2.76  0.06
H -1.35 0.32 -2.05  0.06
H -0.61 1.79 -0.32  0.10
H 0.68 2.47 -1.28  0.11
H 1.91 0.31 -1.37  0.11
H 0.84 -0.29 -0.13  0.07
H 2.70 0.47 1.07  0.07
H 1.64 1.81 1.29  0.06
H 2.85 2.02 0.14  0.07
O -1.10 -1.65 2.63  -0.06
H -0.34 -1.06 2.74  0.06
H -1.88 -1.21 2.98  0.05
O -3.23 -1.12 0.69  -0.06
H -3.27 -1.57 -0.17  0.03
H -2.31 -1.19 0.95  -0.01
O 0.74 -2.50 0.54  -0.06
H 0.00 -2.61 -0.06  0.04
H 0.55 -2.87 1.41  0.03

The following is a DFT calculation (ωB97M-V/def2-TZVPD) of a cluster of 4 separate species, C4H16O3S in total.

Spin multiplicity: 1
Frontier orbital gap in eV: 8.986
Relative energy (zero: lowest compared OMol25 entry of this formula, charge and spin) in kJ/mol: 98.1
E in eV: -21384.4774
E_HOMO in eV: -8.6
Structure (SMILES): CCCCS.O.O.O

Each line ends with the Löwdin charge.
Element x y z (Å)
C 0.32 -2.43 0.43  -0.12
C 1.03 -1.10 0.61  -0.26
C 0.10 0.10 0.31  -0.26
C -0.41 0.70 1.64  -0.53
S -1.28 -0.51 2.74  0.70
H 0.94 -3.29 0.67  0.07
H -0.11 -2.46 -0.57  0.05
H -0.56 -2.44 1.08  0.03
H 1.29 -1.05 1.67  0.08
H 1.89 -0.93 -0.02  0.09
H 0.42 0.95 -0.28  0.09
H -0.87 -0.21 -0.03  0.06
H 0.45 0.94 2.26  0.06
H -1.08 1.54 1.47  0.06
H -1.07 0.18 3.87  -0.16
O 0.60 3.80 -0.08  -0.05
H 1.28 3.68 -0.73  0.03
H 0.43 4.72 0.12  0.04
O 0.77 0.81 -3.48  -0.05
H 1.28 1.62 -3.58  0.03
H 1.29 0.28 -2.87  0.02
O -2.23 -1.37 -1.42  -0.06
H -2.51 -1.24 -2.34  0.05
H -1.99 -2.31 -1.46  0.03

The following is a DFT calculation (ωB97M-V/def2-TZVPD) of a cluster of 4 separate species, C4H16O4 in total.

Spin multiplicity: 1
Frontier orbital gap in eV: 10.688
Relative energy (zero: lowest compared OMol25 entry of this formula, charge and spin) in kJ/mol: 291.6
E in eV: -12594.8139
E_HOMO in eV: -10.1
Structure (SMILES): CO.CO.CO.CO

Each line ends with the Löwdin charge.
Element x y z (Å)
C 28.35 -22.32 20.99  -0.15
O 27.36 -23.08 21.68  -0.13
H 29.27 -22.90 21.01  0.08
H 28.02 -22.09 19.98  0.06
H 28.61 -21.41 21.55  0.08
H 26.87 -22.54 22.30  0.05
C 28.79 -25.04 18.71  -0.14
O 29.29 -26.40 18.66  -0.13
H 29.40 -24.20 18.39  0.07
H 27.84 -24.98 18.16  0.07
H 28.56 -24.94 19.77  0.07
H 28.52 -26.95 18.79  0.07
C 23.63 -22.30 23.08  -0.18
O 23.06 -21.96 24.32  -0.10
H 23.17 -23.20 22.66  0.08
H 23.52 -21.52 22.33  0.08
H 24.69 -22.59 23.11  0.06
H 23.64 -22.22 25.04  0.08
C 27.78 -21.91 16.98  -0.19
O 29.09 -21.53 17.30  -0.12
H 27.17 -22.09 17.86  0.07
H 27.36 -21.17 16.28  0.08
H 27.68 -22.81 16.36  0.08
H 29.68 -21.38 16.56  0.08

The following is a DFT calculation (ωB97M-V/def2-TZVPD) of a cluster of 5 separate species, C4H16O4 in total.

Spin multiplicity: 1
Frontier orbital gap in eV: 9.747
Relative energy (zero: lowest compared OMol25 entry of this formula, charge and spin) in kJ/mol: 251.9
E in eV: -12595.2262
E_HOMO in eV: -9.4
Structure (SMILES): C=C(C)C.O.O.O.O

Each line ends with the Löwdin charge.
Element x y z (Å)
C -1.73 0.45 -1.15  0.01
C -0.99 1.49 -0.62  -0.42
C -0.63 1.49 0.78  -0.10
C -0.13 2.35 -1.59  -0.06
H -1.95 0.58 -2.23  0.06
H -2.34 -0.22 -0.41  0.09
H -1.58 1.85 1.22  0.10
H 0.14 2.20 1.09  0.09
H -0.34 0.56 1.20  0.06
H -0.48 3.38 -1.51  0.08
H -0.35 2.18 -2.63  0.06
H 0.91 2.18 -1.33  0.08
O 2.80 0.79 1.20  -0.01
H 2.07 0.18 1.12  0.00
H 2.81 0.96 2.08  -0.02
O 1.37 -3.21 1.40  -0.01
H 1.42 -3.59 0.58  -0.02
H 0.43 -2.94 1.52  0.03
O 1.69 -0.93 -1.13  -0.02
H 2.36 -0.81 -1.69  -0.03
H 0.90 -0.50 -1.59  0.07
O -2.22 -3.17 1.17  -0.10
H -2.85 -2.39 1.06  0.07
H -1.30 -2.90 1.44  0.02

The following is a DFT calculation (ωB97M-V/def2-TZVPD) of a cluster of 5 separate species, C4H16O4 in total.

Spin multiplicity: 1
Frontier orbital gap in eV: 9.557
Relative energy (zero: lowest compared OMol25 entry of this formula, charge and spin) in kJ/mol: 363.6
E in eV: -12594.0684
E_HOMO in eV: -9.2
Structure (SMILES): C=C(C)C.O.O.O.O

Each line ends with the Löwdin charge.
Element x y z (Å)
C 1.60 0.83 0.89  0.02
C 0.96 -0.05 1.74  -0.48
C -0.52 -0.25 1.59  -0.07
C 1.58 -0.29 2.97  -0.11
H 2.68 0.93 0.82  0.05
H 1.07 1.37 -0.03  0.08
H -0.75 -0.31 0.45  0.09
H -0.87 0.68 2.05  0.08
H -1.02 -0.99 2.27  0.09
H 1.16 0.35 3.77  0.10
H 2.64 0.15 2.76  0.12
H 1.62 -1.25 3.45  0.07
O 0.70 -2.90 -1.29  -0.10
H 0.01 -2.92 -2.01  0.07
H 0.50 -2.26 -0.55  0.04
O -2.66 -0.43 -2.24  0.08
H -1.87 -0.10 -2.57  -0.03
H -2.66 -0.57 -1.44  -0.12
O 0.08 -0.35 -2.42  -0.05
H 0.87 -0.91 -2.25  0.05
H 0.56 0.37 -2.75  0.03
O -1.10 3.40 0.09  0.03
H -1.56 2.71 -0.31  0.01
H -0.23 3.52 0.11  -0.05

- Which formula does entry 1 have?
  C4H16NO3

- Among the records above, which one has the highest E?
  number 4

- Number 4 is which compound?
  C4H16O3